(1)
This record from the OMol25 dataset describes C33H35GeN3OPRuS2Se2 as an isolated structure. The level of theory is wB97M-V/def2-TZVPD.

Results
Spin multiplicity: 2
Lowest unoccupied orbital energy (spin up / spin down) in eV: 0.0 / 0.0

Each line ends with the Löwdin spin population.
Positions of all 79 atoms, in Å:
Ru1 -0.3327 -0.1537 -0.1175  0.23
Se1 -1.8489 1.3458 -1.1581  0.62
P1 -2.2911 -0.7033 1.8572  0.00
Se2 -1.6115 -2.2089 0.4667  0.00
C1 -2.7721 -1.2869 3.5200  0.00
C2 -3.4885 -0.4475 4.3699  0.00
C3 -3.7624 -0.8445 5.6683  0.00
C4 -3.3346 -2.0855 6.1238  0.00
C5 -2.6319 -2.9300 5.2777  0.00
C6 -2.3498 -2.5299 3.9782  0.00
C7 -3.8457 0.0174 1.2792  0.02
C8 -4.8824 -0.8544 0.9590  0.00
C9 -6.1203 -0.3566 0.5881  0.00
C10 -6.3316 1.0156 0.5363  0.00
C11 -5.3000 1.8862 0.8503  0.01
C12 -4.0586 1.3874 1.2193  0.03
H1 -3.8398 0.5143 4.0134  0.00
H2 -4.3174 -0.1875 6.3260  0.00
H3 -3.5553 -2.3947 7.1375  0.00
H4 -2.3041 -3.9005 5.6279  0.00
H5 -1.7970 -3.1809 3.3098  0.00
H6 -4.7155 -1.9248 0.9828  0.00
H7 -6.9198 -1.0400 0.3323  0.00
H8 -7.2980 1.4029 0.2394  0.00
H9 -5.4486 2.9567 0.7890  0.00
H10 -3.2445 2.0657 1.4224  0.01
N1 1.7564 -2.3743 -3.0533  0.00
C13 0.7120 -2.1598 -3.9363  0.00
C14 0.5046 -2.5553 -5.2528  0.00
C15 -0.6868 -2.1619 -5.8311  0.00
C16 -1.6409 -1.4118 -5.1248  0.00
C17 -1.4346 -1.0226 -3.8163  0.01
C18 -0.2282 -1.3998 -3.2292  0.00
N2 0.2557 -1.1551 -1.9528  0.01
C19 1.4210 -1.7550 -1.8878  0.00
C20 2.1744 -1.7220 -0.6480  0.00
C21 3.4383 -2.1379 -0.3690  0.00
S1 3.7982 -1.8120 1.2709  0.00
C22 2.2410 -1.1409 1.4788  0.00
N3 1.5000 -1.1548 0.4139  0.00
H11 2.5830 -2.9179 -3.2229  0.00
H12 1.2298 -3.1449 -5.7980  0.00
H13 -0.8954 -2.4456 -6.8544  0.00
H14 -2.5628 -1.1403 -5.6216  0.00
H15 -2.1496 -0.4430 -3.2451  0.01
H16 4.1595 -2.5893 -1.0294  0.00
H17 1.9096 -0.7269 2.4187  0.00
C23 1.3561 2.4080 2.4605  0.00
Ge1 -0.5451 2.0430 2.7925  0.00
C24 -0.7347 1.8542 4.7457  0.00
C25 -1.5471 3.6419 2.2597  0.00
C26 -0.8816 0.3245 1.9307  0.01
H18 1.5773 3.4661 2.6138  0.00
H19 1.6208 2.1296 1.4408  0.00
H20 1.9816 1.8372 3.1518  0.00
H21 -0.2442 2.6848 5.2572  0.00
H22 -0.2708 0.9242 5.0818  0.00
H23 -1.7800 1.8309 5.0544  0.00
H24 -1.0556 4.5006 2.7226  0.00
H25 -2.5811 3.6285 2.6030  0.00
H26 -1.5303 3.7701 1.1763  0.00
H27 -0.2335 -0.3252 2.5480  0.00
C27 0.8704 2.1001 -3.2733  0.02
S2 2.1293 1.6990 -2.0498  0.00
O1 1.4163 1.4197 -0.7654  0.00
C28 2.7706 3.3598 -1.8639  0.00
C29 2.1345 4.2227 -0.9850  0.00
C30 2.6260 5.5110 -0.8425  0.00
C31 3.7367 5.9203 -1.5700  0.00
C32 4.3671 5.0428 -2.4411  0.00
C33 3.8866 3.7491 -2.5865  0.00
H28 0.1535 2.7709 -2.8012  0.01
H29 0.3718 1.1761 -3.5601  0.01
H30 1.3566 2.5592 -4.1340  0.00
H31 1.2751 3.8713 -0.4259  0.00
H32 2.1414 6.1973 -0.1605  0.00
H33 4.1161 6.9271 -1.4528  0.00
H34 5.2378 5.3614 -2.9990  0.00
H35 4.3796 3.0485 -3.2508  0.00

(2)
This record from the OMol25 dataset describes C2HF3I2 as an isolated structure. The level of theory is wB97M-V/def2-TZVPD.

Results
Spin multiplicity: 1
Lowest unoccupied orbital energy (spin up / spin down) in eV: -0.6 / -0.7

Each line ends with the natural charge from an NBO analysis.
Positions of all 8 atoms, in Å:
C1 1.1854 -0.0162 0.4534  -0.02
C2 -1.1626 0.2251 -0.1653  0.50
F1 1.2225 -0.4288 1.7353  -0.33
F2 -1.6163 1.4881 0.1351  -0.35
F3 -1.7689 -0.6153 0.6379  -0.34
I1 2.0409 -1.3001 -0.8665  0.22
I2 -1.2648 -0.4240 -2.1655  0.13
H1 1.3639 1.0713 0.2356  0.20

(3)
This record from the OMol25 dataset describes C8H3F18NO18S6Zn2 as an isolated structure. The level of theory is wB97M-V/def2-TZVPD.

Results
Spin multiplicity: 1
Lowest unoccupied orbital energy in eV: 3.5
Charge: -2

Each line ends with the natural charge from an NBO analysis.
Positions of all 56 atoms, in Å:
Zn1 1.4129 -0.6871 1.9188  1.78
Zn2 -0.0497 -1.7263 -2.4172  1.79
C1 -1.8101 -3.7073 1.3749  0.71
F1 -1.5085 -4.3098 2.5244  -0.31
F2 -2.5763 -4.5203 0.6429  -0.32
F3 -2.4879 -2.5929 1.6478  -0.31
S1 -0.2601 -3.2983 0.4709  2.41
O1 0.3943 -4.5582 0.3034  -0.94
O2 -0.6942 -2.6568 -0.7646  -1.10
O3 0.3619 -2.3753 1.3922  -1.06
C2 -1.8463 -0.2513 4.8175  0.69
F4 -1.8696 -1.4557 5.4147  -0.33
F5 -2.3368 -0.4159 3.5846  -0.32
F6 -2.6388 0.5655 5.5139  -0.32
S2 -0.1246 0.4483 4.7612  2.37
O4 0.4976 -0.0303 5.9646  -0.96
O5 0.4041 -0.1521 3.5335  -1.12
O6 -0.3215 1.8645 4.6805  -0.95
C3 4.0705 -2.8971 -1.0112  0.71
F7 5.0163 -2.7843 -0.0945  -0.30
F8 4.6523 -2.9662 -2.2151  -0.32
F9 3.3763 -4.0127 -0.8026  -0.31
S3 2.9745 -1.4173 -0.9484  2.41
O7 1.7574 -1.7951 -1.6767  -1.13
O8 2.7158 -1.2932 0.4745  -1.06
O9 3.7447 -0.3958 -1.5361  -0.90
C4 -1.9278 1.5682 0.0037  0.71
F10 -1.8459 2.3428 1.0813  -0.30
F11 -2.6899 0.5028 0.2405  -0.31
F12 -2.4813 2.3102 -0.9668  -0.33
S4 -0.2436 1.0136 -0.5003  2.42
O10 0.3801 2.2276 -0.9098  -0.94
O11 0.2902 0.4020 0.6946  -1.08
O12 -0.4100 0.0079 -1.5405  -1.10
C5 -4.1170 -0.7663 -4.0544  0.70
F13 -4.0345 -0.0700 -2.9055  -0.32
F14 -4.7438 -1.9187 -3.8110  -0.31
F15 -4.8173 -0.0340 -4.9289  -0.32
S5 -2.4265 -1.0808 -4.7413  2.36
O13 -2.0112 0.0860 -5.4569  -0.93
O14 -1.6161 -1.3121 -3.5330  -1.13
O15 -2.6241 -2.2403 -5.5635  -0.97
C6 2.9721 3.5024 2.2430  0.70
F16 3.7899 4.4224 2.7639  -0.33
F17 1.8361 3.4659 2.9330  -0.31
F18 2.6820 3.8815 0.9923  -0.32
S6 3.7775 1.8269 2.2259  2.36
O16 4.4952 1.8148 0.9800  -0.97
O17 4.6228 1.7755 3.3945  -0.97
O18 2.6390 0.9061 2.2786  -1.11
C7 -0.8236 4.2015 -2.8094  -0.73
C8 -0.5366 3.0530 -3.6556  0.29
N1 -0.2702 2.1283 -4.2853  -0.33
H1 -1.8465 4.1328 -2.4387  0.25
H2 -0.6758 5.1223 -3.3659  0.23
H3 -0.1971 4.1487 -1.9188  0.29

(4)
This record from the OMol25 dataset describes C28H39CuO7PSiTe as an isolated structure. The level of theory is wB97M-V/def2-TZVPD.

Results
Spin multiplicity: 1
Lowest unoccupied orbital energy in eV: 2.5
Charge: -1

Each line ends with the Löwdin charge.
Positions of all 78 atoms, in Å:
Cu1 -0.0579 -0.4834 0.4281  0.27
C1 3.0353 -0.3667 0.0291  -0.08
O1 2.0037 -0.0011 -0.8685  -0.22
C2 2.0329 1.3683 -1.2056  -0.20
C3 0.6259 1.8157 -1.5323  -0.18
O2 -0.0835 1.7787 -0.3132  -0.16
C4 -1.4402 2.1699 -0.3516  -0.16
C5 -2.3564 1.1359 -0.9827  -0.20
O3 -2.3575 -0.0093 -0.1667  -0.22
C6 -3.0174 -1.1115 -0.7636  -0.09
H1 2.8455 0.0529 1.0227  0.09
H2 4.0109 -0.0257 -0.3392  0.09
H3 3.0335 -1.4517 0.0893  0.08
H4 2.6900 1.5267 -2.0711  0.13
H5 2.3962 1.9631 -0.3598  0.13
H6 0.2009 1.1360 -2.2795  0.13
H7 0.6386 2.8390 -1.9329  0.13
H8 -1.5459 3.1288 -0.8777  0.13
H9 -1.7209 2.2918 0.6946  0.12
H10 -2.0148 0.8795 -1.9949  0.12
H11 -3.3694 1.5573 -1.0624  0.13
H12 -2.5710 -1.3619 -1.7298  0.07
H13 -4.0831 -0.8888 -0.9079  0.09
H14 -2.9043 -1.9563 -0.0903  0.08
O4 0.0672 0.2368 2.2766  -0.32
Si1 -0.7867 -0.0231 3.5643  0.43
C7 -1.9410 1.4357 3.9731  -0.21
C8 -1.7734 2.2690 5.0780  -0.09
C9 -2.6237 3.3431 5.3121  -0.11
C10 -3.6656 3.6083 4.4353  -0.12
C11 -3.8521 2.7907 3.3271  -0.10
C12 -3.0002 1.7187 3.1055  -0.11
C13 0.3357 -0.3767 5.0620  -0.21
C14 1.7192 -0.3617 4.8866  -0.09
C15 2.5856 -0.7415 5.9030  -0.10
C16 2.0777 -1.1492 7.1289  -0.12
C17 0.7033 -1.1677 7.3273  -0.11
C18 -0.1527 -0.7893 6.3026  -0.10
C19 -1.9564 -1.5271 3.5497  -0.20
C20 -1.5035 -2.7210 2.9823  -0.08
C21 -2.3116 -3.8466 2.9244  -0.09
C22 -3.6013 -3.8036 3.4356  -0.11
C23 -4.0719 -2.6286 4.0054  -0.11
C24 -3.2554 -1.5068 4.0613  -0.10
H15 -0.9599 2.0720 5.7693  0.09
H16 -2.4760 3.9745 6.1812  0.09
H17 -4.3279 4.4477 4.6122  0.09
H18 -4.6684 2.9884 2.6412  0.09
H19 -3.1564 1.0732 2.2450  0.10
H20 2.1102 -0.0512 3.9232  0.09
H21 3.6571 -0.7323 5.7376  0.09
H22 2.7458 -1.4592 7.9240  0.09
H23 0.2998 -1.4934 8.2796  0.09
H24 -1.2256 -0.8237 6.4691  0.10
H25 -0.5062 -2.7522 2.5580  0.09
H26 -1.9356 -4.7525 2.4643  0.09
H27 -4.2392 -4.6788 3.3895  0.09
H28 -5.0816 -2.5828 4.3991  0.09
H29 -3.6375 -0.5973 4.5127  0.09
C25 -1.9116 -6.5799 -0.6072  -0.08
C26 -2.0626 -5.3163 -1.4411  -0.31
O5 -1.6758 -4.1553 -0.7087  -0.31
P1 -0.2165 -3.4757 -0.9341  0.08
O6 -0.0616 -2.4472 0.1400  -0.36
Te1 0.1975 -2.8857 -3.1540  0.30
O7 0.6911 -4.7867 -0.4972  -0.31
C27 2.0992 -4.5681 -0.3997  -0.32
C28 2.5168 -4.3550 1.0481  -0.08
H30 -2.3092 -7.4416 -1.1467  0.07
H31 -2.4565 -6.4651 0.3314  0.07
H32 -0.8625 -6.7506 -0.3767  0.06
H33 -3.1113 -5.1766 -1.7166  0.11
H34 -1.4819 -5.3917 -2.3662  0.07
H35 2.3889 -3.7026 -1.0076  0.07
H36 2.5962 -5.4510 -0.8115  0.11
H37 2.0119 -3.4751 1.4467  0.06
H38 3.5986 -4.2185 1.1120  0.07
H39 2.2303 -5.2171 1.6526  0.07